ORCA calculation (ωB97M-V/def2-TZVPD) on a 4-piece molecular cluster, C2H6N2OS overall in a non-equilibrium geometry.

Calculated values
Relative energy (zero: lowest compared OMol25 entry of this formula, charge and spin) in kcal/mol: 243.6
LUMO in eV: -0.646
HOMO-LUMO gap in Eh: 0.3076
Net charge: 0
Calculated total energy in eV: -18024.242

Last column: Mulliken charge in e.
Positions of all 12 atoms, in Å:
1 C 2.2591 0.0296 0.0896  -0.7569
2 C -0.5726 -0.1709 -0.1718  0.7118
3 H 3.1373 0.2753 -1.2334  0.2510
4 H 1.4731 1.3974 0.3702  0.2109
5 H 2.8464 -0.6580 1.5082  0.2554
6 H 0.1884 1.7013 -0.1809  0.1429
7 H -1.7084 -1.7134 0.4864  0.2424
8 H -3.1711 0.5606 -0.4853  0.3798
9 N -0.7161 1.1329 -0.0877  -0.6680
10 N -1.6613 -0.9609 -0.1476  -0.2349
11 O -3.0687 -0.5107 0.0559  -0.4749
12 S 0.9938 -1.0831 -0.2036  -0.0596